No. 1
{
  "formula": "C54H42ClF6N4O7P2S5V",
  "method": "ωB97M-V with the def2-TZVPD basis set",
  "symbols": ["V", "O", "S", "C", "C", "C", "C", "C", "C", "P", "C", "C", "C", "C", "C", "C", "C", "C", "C", "C", "C", "C", "C", "C", "C", "C", "C", "C", "P", "C", "C", "C", "C", "C", "C", "C", "C", "C", "C", "C", "C", "H", "H", "H", "H", "H", "H", "H", "H", "H", "H", "H", "H", "H", "H", "H", "H", "H", "H", "H", "H", "H", "H", "H", "H", "H", "H", "H", "H", "F", "C", "F", "F", "S", "O", "O", "N", "S", "O", "O", "C", "F", "F", "F", "Cl", "C", "C", "C", "C", "C", "C", "C", "H", "H", "H", "H", "H", "H", "N", "C", "C", "C", "C", "C", "C", "S", "O", "O", "N", "C", "S", "C", "C", "N", "H", "H", "H", "H", "H", "H", "H", "H"],
  "positions_angstrom": [[-0.229, 0.035, 0.796], [-2.797, 1.444, -3.233], [-1.954, 1.543, -2.037], [-0.742, 2.855, -2.422], [-0.991, 3.943, -3.235], [0.005, 4.890, -3.417], [1.230, 4.738, -2.780], [1.488, 3.621, -2.002], [0.500, 2.658, -1.829], [0.754, 1.004, -1.077], [2.571, 1.030, -0.830], [2.934, 1.295, 0.585], [4.352, 1.701, 0.709], [5.271, 1.216, -0.120], [4.848, 0.149, -1.081], [3.487, 0.463, -1.630], [0.776, 0.044, -2.637], [0.890, -1.332, -2.457], [1.159, -2.158, -3.537], [1.284, -1.620, -4.803], [1.119, -0.256, -4.994], [0.863, 0.580, -3.921], [-2.754, 2.810, -0.999], [-3.714, 3.608, -1.601], [-4.179, 4.744, -0.967], [-3.664, 5.088, 0.275], [-2.768, 4.250, 0.908], [-2.302, 3.085, 0.287], [-1.432, 1.858, 1.367], [-2.883, 1.558, 2.482], [-2.677, 0.742, 3.604], [-3.709, 0.449, 4.488], [-4.982, 0.912, 4.234], [-5.221, 1.656, 3.091], [-4.191, 1.961, 2.222], [-0.464, 3.090, 2.331], [0.468, 3.828, 1.602], [1.255, 4.777, 2.222], [1.128, 4.994, 3.586], [0.220, 4.253, 4.323], [-0.573, 3.304, 3.701], [-1.943, 4.026, -3.736], [-0.162, 5.741, -4.062], [2.006, 5.477, -2.913], [2.459, 3.480, -1.545], [2.277, 2.054, 1.022], [4.607, 2.427, 1.463], [6.307, 1.511, -0.090], [5.577, -0.020, -1.882], [3.277, 0.164, -2.645], [0.859, -1.725, -1.450], [1.288, -3.216, -3.376], [1.521, -2.257, -5.644], [1.221, 0.165, -5.985], [0.755, 1.643, -4.083], [-4.083, 3.309, -2.571], [-4.935, 5.359, -1.433], [-3.986, 5.992, 0.769], [-2.424, 4.490, 1.905], [-0.847, 0.498, 3.158], [-3.477, -0.168, 5.342], [-5.788, 0.671, 4.913], [-6.221, 1.983, 2.854], [-4.425, 2.504, 1.322], [0.548, 3.656, 0.534], [1.956, 5.357, 1.639], [1.728, 5.748, 4.072], [0.115, 4.416, 5.386], [-1.291, 2.752, 4.291], [-1.788, -4.093, 2.952], [-1.178, -2.982, 3.364], [0.084, -3.329, 3.703], [-1.777, -2.576, 4.487], [-1.098, -1.713, 1.932], [-0.595, -2.552, 0.862], [-1.446, 0.249, 3.888], [-2.729, -1.630, 1.904], [-3.237, -1.059, 0.555], [-4.461, -0.325, 0.621], [-2.184, -0.431, -0.223], [-3.871, -2.631, -0.310], [-4.863, -3.079, 0.481], [-4.418, -2.373, -1.502], [-3.026, -3.649, -0.455], [-3.577, -5.631, -6.775], [-2.947, -4.606, -5.524], [-2.354, -5.189, -4.407], [-1.872, -4.387, -3.407], [-1.997, -2.972, -3.472], [-1.594, -2.165, -2.432], [-2.570, -2.419, -4.651], [-3.040, -3.221, -5.656], [-2.285, -6.266, -4.341], [-1.397, -4.819, -2.539], [-1.775, -1.107, -2.472], [-1.196, -2.584, -1.527], [-2.621, -1.344, -4.733], [-3.485, -2.794, -6.544], [5.074, -6.649, 3.099], [4.691, -5.507, 2.426], [3.568, -5.523, 1.592], [3.241, -4.407, 0.851], [4.028, -3.268, 0.920], [5.135, -3.228, 1.747], [5.462, -4.343, 2.498], [3.456, -1.935, -0.128], [4.825, -1.099, -0.311], [3.105, -2.549, -1.370], [2.296, -1.148, 0.501], [2.483, -0.072, 1.371], [3.812, -0.416, 2.658], [2.732, 0.240, 3.869], [1.516, 0.513, 3.357], [1.280, 0.246, 2.043], [4.367, -7.356, 3.220], [5.693, -6.530, 3.884], [2.963, -6.416, 1.531], [2.384, -4.400, 0.197], [5.733, -2.334, 1.800], [6.325, -4.320, 3.148], [3.074, 0.362, 4.875], [0.762, 0.962, 3.984]],
  "forces_ev_per_a": [[-0.3, 0.3, -0.9], [-0.8, -0.5, -0.9], [0.1, 1.9, -0.1], [0.7, -0.4, 0.3], [-0.1, -0.1, -0.1], [0.0, -0.1, 0.0], [0.1, 0.1, 0.0], [-0.1, -0.1, 0.1], [-0.1, 0.0, -0.2], [1.1, 0.1, -1.2], [0.3, -0.2, -0.3], [-0.2, 0.2, -0.2], [0.4, 0.0, -0.2], [0.0, 0.0, 0.0], [-0.2, 0.8, -0.2], [-0.4, 0.6, -0.1], [-0.1, -0.2, 0.0], [0.3, 0.4, -0.2], [0.1, 0.1, 0.0], [0.0, -0.1, 0.0], [0.0, 0.1, -0.1], [0.0, -0.1, 0.1], [0.0, -0.1, 0.6], [-0.2, -0.2, -0.2], [0.1, -0.1, 0.1], [0.0, 0.1, 0.0], [0.2, 0.1, -0.3], [-0.3, 0.0, 0.2], [-0.4, 1.1, 0.6], [0.0, 0.0, 0.1], [-0.1, 0.4, 0.0], [0.2, -0.1, -0.1], [0.1, 0.0, 0.0], [-0.2, 0.1, -0.1], [0.1, 0.0, 0.3], [0.1, -0.1, 0.0], [-0.1, -0.2, 0.1], [0.1, 0.1, 0.0], [0.0, 0.0, 0.1], [0.1, 0.1, 0.0], [-0.2, 0.0, -0.2], [-0.1, 0.0, 0.0], [-0.1, 0.1, 0.0], [0.0, 0.1, 0.0], [0.1, 0.0, 0.0], [0.2, -0.1, 0.0], [0.1, 0.0, 0.2], [0.2, 0.0, 0.1], [-0.2, -0.1, 0.2], [-0.1, -0.1, 0.0], [-0.1, -0.1, -0.1], [0.0, -0.2, 0.0], [0.0, -0.1, -0.1], [0.0, 0.0, -0.1], [0.1, 0.0, -0.1], [0.0, 0.0, -0.1], [0.0, 0.0, -0.1], [-0.1, 0.1, 0.1], [0.0, 0.0, 0.0], [0.0, -0.2, 0.0], [0.0, -0.1, 0.1], [-0.1, 0.0, 0.0], [-0.2, 0.0, 0.0], [0.0, 0.0, -0.1], [0.0, 0.1, 0.0], [0.1, 0.0, 0.0], [0.1, 0.1, 0.1], [0.0, 0.0, 0.1], [-0.1, -0.1, 0.0], [0.0, 0.3, -0.2], [0.7, -0.1, 0.8], [-0.2, 0.3, -0.3], [0.0, 0.2, -0.5], [-1.5, -1.3, 1.9], [1.0, -1.3, -1.3], [-0.1, 0.1, 0.6], [-0.2, 0.0, -0.1], [-1.7, -1.1, 0.2], [-0.1, -0.1, 0.0], [0.6, -0.2, -0.4], [-0.5, -0.1, 0.1], [0.1, 0.1, 0.1], [0.2, 0.3, 0.1], [0.3, 0.3, 0.2], [-0.1, -0.1, -0.2], [0.0, 0.1, 0.1], [-0.1, -0.1, -0.2], [0.0, 0.4, 0.1], [-0.3, -0.5, -0.7], [-0.3, 0.2, 0.2], [0.2, 0.0, 0.4], [-0.1, -0.2, -0.2], [0.0, 0.0, 0.0], [0.0, -0.1, 0.1], [0.0, 0.1, -0.1], [0.1, 0.0, 0.1], [-0.1, 0.2, 0.0], [0.0, 0.0, 0.0], [0.1, -0.3, 0.2], [-0.1, 0.3, -0.3], [0.1, 0.1, 0.1], [0.0, 0.0, 0.0], [0.1, 0.4, -0.3], [0.0, 0.0, 0.0], [-0.1, -0.1, 0.0], [-0.3, 0.2, 0.4], [-0.4, -1.1, 0.7], [0.0, -0.3, -0.2], [0.8, -1.4, -1.0], [1.5, 0.9, 0.9], [-0.2, 0.0, 0.4], [0.0, 0.1, -0.1], [0.5, 0.2, 0.5], [0.4, -0.1, 0.8], [0.1, 0.1, 0.1], [-0.1, 0.0, 0.0], [-0.1, -0.1, 0.0], [-0.2, -0.1, 0.0], [0.1, 0.1, 0.0], [0.1, 0.0, 0.0], [-0.1, 0.1, 0.3], [-0.1, -0.1, 0.0]],
  "mulliken_charge": [-0.76, -0.92, 1.13, 0.37, -0.51, -1.08, -0.89, -0.25, -0.41, 3.98, -0.69, 1.70, -1.27, -1.07, -0.18, -1.31, 1.50, -0.63, -0.79, -1.16, -0.97, -0.38, -0.06, -0.46, -0.99, -0.81, -0.66, -0.02, 4.06, 1.11, 0.25, -0.91, -0.85, -0.91, -1.04, -0.20, -0.26, -0.33, -0.77, -0.61, -0.28, 0.55, 0.40, 0.43, 0.54, -0.72, 0.62, 0.44, 0.61, 0.46, -0.12, 0.61, 0.39, 0.43, 0.33, 0.64, 0.43, 0.41, 0.49, -0.79, 0.51, 0.39, 0.44, 0.37, 0.28, 0.47, 0.38, 0.46, 0.28, -0.21, 0.55, -0.22, -0.19, 1.08, -0.69, -0.70, -0.63, 1.61, -0.71, -0.84, 0.56, -0.23, -0.23, -0.20, -0.25, 0.40, -0.91, -0.51, 1.18, -0.82, -0.52, -0.86, 0.42, 0.47, -0.64, 0.84, 0.59, 0.42, -0.55, 1.15, -0.86, -0.68, -0.43, -0.23, -1.01, 1.37, -0.40, -0.70, 0.65, -1.13, -0.43, -1.17, -0.45, 1.07, 0.21, 0.21, 0.28, 0.49, 0.55, 0.28, 0.52, 0.06],
  "gap_ev": [5.743, 5.337],
  "e_tot_ha": -7505.5432,
  "charge": -1,
  "multiplicity": 4,
  "max_force_ha_per_bohr": 0.0526
}

No. 2
{
  "formula": "C54H42CoO2P3Si",
  "method": "ωB97M-V with the def2-TZVPD basis set",
  "symbols": ["Co", "C", "C", "C", "C", "C", "C", "P", "C", "C", "C", "C", "C", "C", "C", "C", "C", "C", "C", "C", "Si", "C", "C", "C", "C", "C", "C", "P", "C", "C", "C", "C", "C", "C", "C", "C", "C", "C", "C", "C", "C", "C", "C", "C", "C", "C", "P", "C", "C", "C", "C", "C", "C", "C", "C", "C", "C", "C", "C", "H", "H", "H", "H", "H", "H", "H", "H", "H", "H", "H", "H", "H", "H", "H", "H", "H", "H", "H", "H", "H", "H", "H", "H", "H", "H", "H", "H", "H", "H", "H", "H", "H", "H", "H", "H", "H", "H", "H", "H", "H", "H", "O", "O"],
  "positions_angstrom": [[-0.298, 0.560, 0.563], [2.926, 0.758, 4.562], [1.808, 1.541, 4.304], [1.469, 1.850, 2.992], [2.242, 1.368, 1.935], [3.369, 0.597, 2.202], [3.709, 0.295, 3.514], [1.660, 1.792, 0.254], [2.318, 3.486, 0.069], [1.978, 4.204, -1.077], [2.532, 5.453, -1.311], [3.430, 5.994, -0.400], [3.775, 5.281, 0.741], [3.220, 4.028, 0.982], [2.587, 0.902, -1.039], [3.935, 1.151, -1.293], [4.548, 0.592, -2.404], [3.811, -0.185, -3.288], [2.472, -0.448, -3.034], [1.841, 0.083, -1.906], [0.079, -0.418, -1.466], [-1.267, 0.246, -2.607], [-1.393, -0.205, -3.929], [-2.513, 0.111, -4.689], [-3.529, 0.884, -4.141], [-3.396, 1.388, -2.857], [-2.265, 1.083, -2.100], [-1.965, 1.864, -0.493], [-1.527, 3.571, -0.933], [-1.343, 3.984, -2.251], [-1.003, 5.305, -2.527], [-0.846, 6.218, -1.494], [-0.996, 5.806, -0.175], [-1.320, 4.488, 0.104], [-3.570, 1.944, 0.347], [-4.251, 3.124, 0.627], [-5.410, 3.092, 1.394], [-5.892, 1.888, 1.884], [-5.225, 0.704, 1.593], [-4.065, 0.733, 0.835], [-0.118, -2.289, -1.292], [-0.990, -2.994, -2.133], [-1.229, -4.349, -1.947], [-0.626, -5.019, -0.896], [0.245, -4.346, -0.050], [0.529, -2.998, -0.252], [1.817, -2.118, 0.722], [3.365, -2.770, -0.046], [3.394, -3.317, -1.327], [4.596, -3.730, -1.896], [5.788, -3.592, -1.203], [5.774, -3.058, 0.081], [4.576, -2.655, 0.653], [1.855, -2.928, 2.367], [2.469, -4.163, 2.600], [2.485, -4.713, 3.875], [1.887, -4.040, 4.935], [1.261, -2.822, 4.712], [1.249, -2.266, 3.437], [3.188, 0.506, 5.584], [1.194, 1.903, 5.120], [0.603, 2.473, 2.790], [3.974, 0.236, 1.379], [4.592, -0.304, 3.719], [1.284, 3.778, -1.793], [2.263, 6.004, -2.206], [3.862, 6.973, -0.578], [4.483, 5.695, 1.450], [3.496, 3.484, 1.875], [4.506, 1.792, -0.627], [5.602, 0.774, -2.588], [4.288, -0.602, -4.168], [1.914, -1.083, -3.720], [-0.607, -0.811, -4.372], [-2.600, -0.262, -5.703], [-4.416, 1.105, -4.723], [-4.171, 2.022, -2.440], [-1.485, 3.284, -3.067], [-0.863, 5.620, -3.556], [-0.599, 7.251, -1.714], [-0.861, 6.515, 0.635], [-1.427, 4.166, 1.136], [-3.891, 4.071, 0.249], [-5.936, 4.015, 1.612], [-6.789, 1.873, 2.495], [-5.598, -0.240, 1.970], [-3.540, -0.192, 0.625], [-1.521, -2.473, -2.921], [-1.906, -4.874, -2.611], [-0.829, -6.072, -0.736], [0.709, -4.878, 0.770], [2.473, -3.452, -1.881], [4.594, -4.167, -2.889], [6.722, -3.911, -1.651], [6.697, -2.965, 0.644], [4.573, -2.277, 1.670], [2.939, -4.697, 1.786], [2.972, -5.667, 4.043], [1.920, -4.463, 5.933], [0.785, -2.298, 5.533], [0.770, -1.307, 3.281], [-1.102, -0.892, 1.282], [-1.155, 0.049, 2.195]],
  "forces_ev_per_a": [[0.5, 2.2, -0.5], [0.0, 0.0, 0.1], [0.0, 0.0, 0.0], [0.1, -0.1, 0.1], [0.1, -0.1, -0.1], [0.0, 0.0, 0.0], [0.1, 0.0, -0.1], [1.1, -0.4, 0.3], [-0.4, 0.1, -0.2], [0.1, 0.0, 0.0], [0.0, 0.0, -0.1], [0.0, 0.0, 0.1], [0.0, 0.0, 0.0], [0.0, 0.1, 0.0], [0.0, 0.0, -0.2], [-0.1, 0.0, 0.1], [0.1, 0.0, 0.0], [0.0, -0.1, 0.0], [-0.1, 0.0, 0.1], [0.1, 0.0, 0.1], [-0.1, 0.0, -0.1], [0.1, -0.2, -0.2], [0.0, 0.1, 0.0], [0.2, -0.1, 0.1], [-0.1, 0.0, 0.0], [0.0, 0.0, 0.0], [-0.2, 0.0, -0.1], [0.0, -0.4, -0.3], [0.1, 0.1, 0.2], [-0.1, 0.1, 0.0], [0.0, 0.0, 0.0], [0.0, 0.0, 0.0], [0.0, 0.0, 0.0], [0.0, 0.0, -0.1], [0.1, 0.0, 0.2], [-0.1, 0.0, 0.0], [0.0, 0.0, 0.0], [0.0, 0.0, 0.0], [0.0, 0.0, 0.0], [-0.1, -0.1, 0.0], [0.1, -0.1, 0.1], [0.0, 0.1, 0.2], [0.0, 0.0, 0.0], [0.0, -0.1, 0.0], [0.0, 0.1, -0.1], [0.0, -0.1, -0.2], [0.0, 0.0, 0.0], [0.0, 0.1, 0.1], [0.0, 0.0, 0.0], [-0.1, 0.0, -0.1], [0.0, 0.0, 0.0], [-0.1, 0.0, 0.1], [-0.1, 0.1, -0.1], [-0.1, -0.1, 0.0], [-0.1, 0.1, 0.1], [0.0, 0.0, -0.1], [0.0, 0.0, 0.0], [0.0, 0.0, -0.1], [0.0, -0.1, 0.0], [0.0, 0.0, -0.1], [0.1, 0.0, 0.0], [-0.1, 0.0, 0.0], [0.0, -0.1, 0.0], [-0.1, 0.0, 0.0], [0.0, 0.0, 0.0], [0.0, -0.1, 0.1], [0.0, -0.1, 0.0], [-0.1, 0.0, 0.0], [0.0, 0.0, 0.0], [0.0, 0.0, -0.1], [-0.1, 0.0, 0.0], [0.0, 0.0, 0.1], [0.1, 0.0, 0.1], [-0.1, 0.0, 0.0], [0.0, 0.0, 0.0], [0.1, 0.0, 0.1], [0.0, 0.0, 0.0], [0.0, 0.1, 0.0], [0.0, 0.0, 0.1], [0.0, -0.1, 0.0], [0.0, -0.1, -0.1], [0.0, 0.0, 0.0], [0.0, 0.0, 0.0], [0.0, -0.1, 0.0], [0.1, 0.0, -0.1], [0.0, 0.0, 0.0], [0.0, 0.0, 0.0], [0.0, -0.1, 0.0], [0.0, 0.0, 0.0], [0.0, 0.1, 0.0], [0.0, 0.0, 0.0], [0.0, 0.0, 0.0], [0.0, 0.0, 0.1], [-0.1, 0.0, 0.0], [-0.1, 0.0, 0.0], [0.0, 0.0, 0.0], [0.1, 0.0, 0.0], [0.0, 0.1, 0.0], [0.0, 0.0, -0.1], [0.0, 0.0, 0.0], [0.0, 0.0, 0.0], [-0.7, -1.3, 0.8], [-0.3, -0.4, 0.2]],
  "mulliken_charge": [1.02, -0.84, -0.67, -0.75, 0.69, -0.64, -0.27, 1.90, 0.59, -0.70, -0.69, -0.78, -0.78, -0.37, -0.01, -0.60, -1.05, -0.82, -0.75, 0.66, 1.57, 0.83, -0.29, -0.74, -0.85, 0.02, -1.24, 1.29, 0.63, -0.87, -0.51, -0.76, -0.79, -0.60, 0.35, -0.17, -0.77, -0.53, -0.83, -0.65, 0.60, -1.14, -0.95, -0.95, -0.84, -0.03, 1.92, 0.51, -0.59, -0.62, -0.68, -0.74, -0.64, 0.51, -0.50, -0.75, -0.67, -0.79, -0.39, 0.39, 0.44, 0.51, 0.43, 0.42, 0.56, 0.51, 0.40, 0.45, 0.41, 0.55, 0.44, 0.44, 0.33, 0.43, 0.46, 0.42, 0.51, 0.30, 0.43, 0.43, 0.45, 0.59, 0.46, 0.43, 0.41, 0.45, 0.43, 0.50, 0.43, 0.41, 0.47, 0.33, 0.43, 0.40, 0.44, 0.53, 0.51, 0.43, 0.41, 0.47, 0.12, -0.28, -0.58],
  "gap_ev": [6.988, 6.926],
  "e_tot_ha": -4929.5126,
  "e_above_lowest_kj_mol": 74.01,
  "charge": 1,
  "multiplicity": 4,
  "max_force_ha_per_bohr": 0.0454
}